#1
{
  "formula": "C4H5ClN2",
  "method": "ωB97M-V/def2-TZVPD",
  "multiplicity": 1,
  "smiles": "C=N/N=C\\C(=C)Cl",
  "homo_ev": -9.008,
  "gap_ev": 9.28,
  "elements": ["Cl", "N", "N", "C", "C", "C", "C", "H", "H", "H", "H", "H"],
  "xyz": [[-2.96998, 1.10044, -0.17769], [1.50094, 0.15192, -0.59838], [0.71671, 1.21559, -0.54913], [-0.48870, 1.35901, -0.46047], [-1.15939, -1.08383, 0.04356], [2.07432, -0.46634, 0.45871], [-1.43741, 0.22443, -0.19832], [-1.04144, 2.37750, -0.44297], [-0.28711, -1.45170, -0.09928], [2.26255, 0.03542, 1.54918], [2.62623, -1.48122, -0.05703], [-1.79670, -1.98122, 0.53180]],
  "lowdin_charge": [0.63, -0.07, -0.01, -0.27, 0.03, -0.06, -0.64, 0.10, -0.06, 0.11, 0.12, 0.13]
}


#2
{
  "formula": "C4H5ClN2",
  "method": "ωB97M-V/def2-TZVPD",
  "multiplicity": 1,
  "homo_ev": -7.936,
  "gap_ev": 8.69,
  "elements": ["Cl", "N", "N", "C", "C", "C", "C", "H", "H", "H", "H", "H"],
  "xyz": [[0.80411, -1.82186, 2.90375], [-0.06225, 1.31451, 0.78171], [-0.04920, -1.86041, -1.18084], [0.46954, 0.63161, 1.86732], [-0.16667, 0.61924, -0.44808], [0.69947, -0.68583, 1.68169], [-0.13553, -0.67857, -0.46598], [0.40640, 2.32584, 0.80928], [0.92065, -2.08265, -1.35022], [-0.56756, 1.25354, -1.34598], [-0.40397, -2.63712, -0.69255], [0.63894, 1.22157, 2.77796]],
  "lowdin_charge": [0.59, -0.07, 0.07, -0.30, -0.18, -0.62, -0.10, 0.18, 0.10, 0.15, 0.07, 0.11]
}


#3
{
  "formula": "C4H5ClN2",
  "method": "ωB97M-V/def2-TZVPD",
  "multiplicity": 1,
  "smiles": "Cn1nccc1Cl",
  "homo_ev": -9.220,
  "gap_ev": 9.71,
  "elements": ["Cl", "N", "N", "C", "C", "C", "C", "H", "H", "H", "H", "H"],
  "xyz": [[1.23876, -1.60584, 0.03864], [-0.82271, 0.13388, -0.02316], [-1.32292, 1.34641, 0.09435], [-0.12545, 2.06721, 0.02124], [0.46962, 0.09528, -0.28161], [-1.64394, -0.91455, 0.31024], [0.92040, 1.33779, -0.37444], [-2.78805, -0.63656, 0.11228], [-1.25625, -1.02627, 1.48504], [-1.37504, -1.78266, -0.39136], [-0.30604, 3.15217, 0.51846], [1.96217, 1.71614, -0.93215]],
  "lowdin_charge": [0.56, -0.35, 0.09, -0.18, -0.56, -0.11, -0.15, 0.13, 0.15, 0.08, 0.15, 0.18]
}


Which of them is most stable, and which least? Most stable: #3; least stable: #1.


#1
{
  "formula": "C4H14N3O",
  "method": "ωB97M-V/def2-TZVPD",
  "multiplicity": 1,
  "total_charge": 1,
  "homo_ev": -13.643,
  "gap_ev": 10.67,
  "elements": ["O", "N", "N", "N", "C", "C", "C", "C", "H", "H", "H", "H", "H", "H", "H", "H", "H", "H", "H", "H", "H", "H"],
  "xyz": [[1.45793, 1.40453, 1.19543], [0.62019, -0.96053, -1.82009], [0.51283, -2.15464, 0.13685], [-1.43111, -1.46309, -0.99235], [-0.97027, 1.56662, 1.70551], [-0.12053, -1.54943, -0.86850], [0.39833, 0.94886, 2.02953], [0.29755, 0.37006, -2.34652], [-1.85425, -0.93378, -1.73167], [1.77826, 2.25081, 1.53030], [-2.03459, -1.99017, -0.36316], [1.05824, 0.63902, -3.07574], [0.37541, -0.13113, 1.87910], [-0.94088, 2.64255, 1.88119], [1.61642, -1.09334, -1.74451], [-1.71346, 1.03008, 2.28278], [0.65769, 1.04379, 3.09034], [-0.68142, 0.47368, -2.79796], [-1.00944, 1.55963, 0.60993], [0.42864, 1.13262, -1.56904], [0.20375, -3.04717, 0.46742], [1.35072, -1.73898, 0.50116]],
  "lowdin_charge": [-0.09, 0.05, 0.21, 0.24, -0.07, -0.45, -0.33, -0.03, 0.12, 0.09, 0.15, 0.10, 0.08, 0.08, 0.15, 0.08, 0.12, 0.09, 0.06, 0.09, 0.13, 0.13]
}


#2
{
  "formula": "C4H14N3O",
  "method": "ωB97M-V/def2-TZVPD",
  "multiplicity": 1,
  "total_charge": 1,
  "homo_ev": -14.519,
  "gap_ev": 11.76,
  "elements": ["O", "N", "N", "N", "C", "C", "C", "C", "H", "H", "H", "H", "H", "H", "H", "H", "H", "H", "H", "H", "H", "H"],
  "xyz": [[-1.26843, -2.05122, 0.19878], [2.31375, 1.07037, 0.38427], [1.14106, -0.86807, 1.27997], [0.16451, 0.62370, -0.39799], [-0.22007, 1.88320, -1.07973], [1.15646, 0.30902, 0.38530], [-1.84237, -3.17010, -0.52527], [-0.91960, 2.81917, -0.14816], [-0.52481, -0.29756, -0.54035], [-1.76835, -2.83650, -1.54291], [-1.39189, -4.10530, -0.42139], [-1.77748, 2.24186, 0.22434], [0.44500, -1.62704, 0.96746], [-1.57525, -2.30048, 0.99404], [3.17736, 0.84303, 0.88499], [2.01946, -1.29362, 1.45212], [-0.46060, 3.20334, 0.78485], [-2.95832, -3.41830, -0.42772], [-0.97603, 1.41696, -1.97766], [0.57234, 2.19992, -1.93139], [-1.48170, 3.59410, -0.68963], [2.46601, 1.95960, -0.02365]],
  "lowdin_charge": [-0.11, 0.19, 0.15, 0.03, -0.25, -0.34, -0.08, -0.10, 0.21, 0.08, 0.06, 0.08, 0.10, 0.02, 0.13, 0.08, 0.09, 0.12, 0.18, 0.16, 0.09, 0.10]
}


Which of them is most stable, and which least? Most stable: #1; least stable: #2.


#1
{
  "formula": "CH4S2",
  "method": "ωB97M-V/def2-TZVPD",
  "multiplicity": 1,
  "smiles": "CSS",
  "homo_ev": -8.801,
  "gap_ev": 8.67,
  "elements": ["S", "S", "C", "H", "H", "H", "H"],
  "xyz": [[-0.52291, 1.11198, 0.39470], [-2.16647, -0.46196, 0.20443], [1.00257, 0.14535, 0.11108], [0.66204, -0.39032, -0.75657], [-1.71345, -0.96933, -0.95951], [1.56864, 1.01497, -0.05134], [1.16958, -0.45069, 1.05722]],
  "lowdin_charge": [0.37, 0.28, -0.46, 0.00, -0.23, -0.01, 0.06]
}


#2
{
  "formula": "CH4S2",
  "method": "ωB97M-V/def2-TZVPD",
  "multiplicity": 1,
  "homo_ev": -8.986,
  "gap_ev": 8.46,
  "elements": ["S", "S", "C", "H", "H", "H", "H"],
  "xyz": [[-1.57285, 0.36370, -0.53340], [2.09414, 0.28778, -0.21125], [-0.22225, -0.26341, 0.30606], [-0.33971, -0.05331, 1.41010], [-1.65618, 1.43174, 0.11411], [1.79497, -0.40607, -1.22994], [-0.09813, -1.36043, 0.14431]],
  "lowdin_charge": [0.74, 0.41, -0.69, 0.03, -0.18, -0.33, 0.02]
}


Which of them is most stable, and which least? Most stable: #1; least stable: #2.


#1
{
  "formula": "CH4S2",
  "method": "ωB97M-V/def2-TZVPD",
  "multiplicity": 1,
  "smiles": "C=S.S",
  "homo_ev": -9.007,
  "gap_ev": 8.45,
  "elements": ["S", "S", "C", "H", "H", "H", "H"],
  "xyz": [[1.71066, 2.05219, 1.24077], [-2.26576, -1.37617, 0.11180], [1.26080, 1.17270, -0.05290], [-0.98656, -1.39640, 0.60082], [0.29333, 0.95062, -0.13462], [-2.00535, -2.06312, -0.95790], [1.99289, 0.66018, -0.80797]],
  "lowdin_charge": [0.59, 0.48, -0.56, -0.20, -0.10, -0.26, 0.06]
}


#2
{
  "formula": "CH4S2",
  "method": "ωB97M-V/def2-TZVPD",
  "multiplicity": 1,
  "smiles": "CSS",
  "homo_ev": -8.828,
  "gap_ev": 8.95,
  "elements": ["S", "S", "C", "H", "H", "H", "H"],
  "xyz": [[-2.35142, -0.16794, 0.22324], [-0.68747, 1.25950, 0.31217], [0.70650, 0.10066, 0.24020], [-2.84848, 0.27418, -0.89395], [0.75080, -0.19240, -0.76634], [1.65484, 0.52501, 0.69165], [0.22367, -0.75745, 0.90414]],
  "lowdin_charge": [0.33, 0.36, -0.51, -0.25, -0.01, 0.06, 0.04]
}


Which of them is most stable, and which least? Most stable: #2; least stable: #1.